[1]
This record from the OMol25 dataset describes 6 unconnected molecules or ions with the total composition C35H78N2O4. The level of theory is the ωB97M-V functional and the def2-TZVPD basis.

- Lowest unoccupied orbital energy: 3.4376 eV
- Multiplicity: 1
- E_tot: -48729.6953 eV
- Charge: -2
- Highest occupied orbital energy: -0.401 eV

Atoms and positions in Å:
N (1.7972, 2.3278, 3.6356)
C (1.9059, 3.1483, 2.3915)
C (0.4434, 3.1937, 1.7026)
N (-0.5899, 3.4846, 2.7458)
C (-1.8560, 2.8780, 2.2179)
C (-3.1889, 3.1712, 3.0613)
O (-4.3162, 2.9524, 2.4427)
O (-3.2568, 3.5763, 4.3703)
C (-0.6842, 4.9554, 2.9643)
O (-0.5917, 5.8520, 2.0477)
O (-0.8239, 5.4176, 4.2787)
H (2.7730, 2.1961, 3.9687)
H (1.3395, 2.8570, 4.3974)
H (2.2694, 4.2188, 2.5786)
H (2.5860, 2.5748, 1.6479)
H (0.1843, 2.1396, 1.2931)
H (0.4001, 3.8946, 0.7920)
H (-1.6979, 1.7279, 2.2600)
H (-2.0478, 3.1075, 1.0957)
C (2.7493, -1.3093, 1.9260)
C (2.8175, -1.4484, 3.4400)
C (4.0477, -0.7739, 4.0486)
C (5.3936, -1.3501, 3.5979)
C (5.5824, -2.8443, 3.8653)
C (5.5497, -3.1953, 5.3462)
H (3.6042, -1.7868, 1.4371)
H (1.8427, -1.7843, 1.5440)
H (2.7306, -0.2558, 1.6342)
H (2.7847, -2.5084, 3.7155)
H (1.9211, -0.9929, 3.8729)
H (3.9727, -0.8294, 5.1401)
H (4.0261, 0.2929, 3.8014)
H (6.1938, -0.7936, 4.0997)
H (5.5289, -1.1642, 2.5257)
H (6.5506, -3.1518, 3.4545)
H (4.8251, -3.4284, 3.3320)
H (6.3340, -2.6604, 5.8894)
H (5.7131, -4.2677, 5.4839)
H (4.5866, -2.9478, 5.7991)
C (2.6091, 5.9077, -4.7878)
C (1.4027, 5.4192, -3.9979)
C (1.7361, 5.0737, -2.5447)
C (2.7403, 3.9314, -2.3637)
C (2.3370, 2.6050, -3.0095)
C (1.0587, 2.0228, -2.4245)
H (3.3873, 5.1420, -4.8515)
H (2.3145, 6.1645, -5.8083)
H (3.0413, 6.7988, -4.3239)
H (0.9547, 4.5579, -4.5044)
H (0.6405, 6.2059, -4.0019)
H (0.8060, 4.8297, -2.0212)
H (2.1325, 5.9667, -2.0489)
H (2.8945, 3.7739, -1.2905)
H (3.7158, 4.2359, -2.7634)
H (3.1494, 1.8845, -2.8622)
H (2.2262, 2.7223, -4.0930)
H (1.1672, 1.8493, -1.3504)
H (0.8276, 1.0660, -2.9009)
H (0.2037, 2.6849, -2.5819)
C (-3.1575, 0.3900, -0.1644)
C (-3.8622, -0.2810, 1.0048)
C (-3.6670, -1.7991, 1.0309)
C (-4.2358, -2.5477, -0.1789)
C (-5.7304, -2.3400, -0.4267)
C (-6.6011, -2.8442, 0.7156)
H (-3.5455, 0.0386, -1.1265)
H (-3.3062, 1.4709, -0.1229)
H (-2.0817, 0.1923, -0.1345)
H (-4.9271, -0.0307, 0.9861)
H (-3.4680, 0.1367, 1.9362)
H (-4.1153, -2.1936, 1.9496)
H (-2.5952, -2.0187, 1.1027)
H (-4.0413, -3.6191, -0.0464)
H (-3.6850, -2.2544, -1.0809)
H (-6.0095, -2.8753, -1.3416)
H (-5.9452, -1.2833, -0.6139)
H (-6.4391, -3.9129, 0.8849)
H (-7.6582, -2.6950, 0.4791)
H (-6.3935, -2.3123, 1.6469)
C (-2.3809, 4.3403, -5.8944)
C (-2.6551, 3.6395, -4.5711)
C (-2.3312, 2.1445, -4.6056)
C (-3.1602, 1.3231, -5.5976)
C (-4.6745, 1.4003, -5.3978)
C (-5.1280, 0.8528, -4.0512)
H (-2.9990, 3.9365, -6.7015)
H (-2.6033, 5.4065, -5.8106)
H (-1.3304, 4.2331, -6.1798)
H (-3.6973, 3.7999, -4.2779)
H (-2.0439, 4.1096, -3.7935)
H (-2.4574, 1.7364, -3.5971)
H (-1.2701, 2.0165, -4.8495)
H (-2.8439, 0.2759, -5.5291)
H (-2.9228, 1.6395, -6.6210)
H (-5.1603, 0.8222, -6.1919)
H (-5.0251, 2.4311, -5.5127)
H (-4.8321, -0.1941, -3.9381)
H (-6.2165, 0.9079, -3.9684)
H (-4.7053, 1.4217, -3.2199)
C (1.6739, -6.0494, 4.1439)
C (2.7714, -6.1758, 3.0966)
C (2.5668, -5.2465, 1.8983)
C (1.2956, -5.5063, 1.0846)
C (1.1637, -6.9217, 0.5204)
C (2.2679, -7.2772, -0.4656)
H (0.6957, -6.3225, 3.7389)
H (1.8783, -6.7123, 4.9878)
H (1.6149, -5.0252, 4.5221)
H (2.8483, -7.2171, 2.7666)
H (3.7315, -5.9326, 3.5653)
H (3.4424, -5.3219, 1.2438)
H (2.5467, -4.2099, 2.2522)
H (1.2613, -4.7879, 0.2580)
H (0.4166, -5.2903, 1.7032)
H (0.1988, -7.0037, 0.0088)
H (1.1431, -7.6579, 1.3306)
H (2.2720, -6.5831, -1.3106)
H (2.1143, -8.2865, -0.8569)
H (3.2539, -7.2527, 0.0052)

[2]
This record from the OMol25 dataset describes 7 unconnected molecules or ions with the total composition C35H81N3O7. The level of theory is the ωB97M-V functional and the def2-TZVPD basis.

- Lowest unoccupied orbital energy: 0.3306 eV
- SMILES string: CC1(C)CCCC(C)(C)N1O.CC1(C)CCCC(C)(C)N1O.CC1(C)CCCC(C)(C)N1O.CCO.CCO.CCO.CCO
- Multiplicity: 1
- E_tot: -56405.5059 eV
- Relative energy (zero: lowest compared OMol25 entry of this formula, charge and spin): 0.9804 eV
- Highest occupied orbital energy: -8.256 eV

Atoms and positions in Å:
C (1.8405, 6.2922, 4.7650)
C (1.5530, 4.9823, 4.0015)
C (2.8188, 4.7192, 3.1264)
C (1.3522, 3.8435, 4.9987)
C (0.7621, 2.6086, 4.3345)
C (-0.5419, 2.8890, 3.6009)
C (-0.4160, 4.0796, 2.6252)
C (0.1806, 3.5287, 1.3149)
C (-1.8564, 4.5992, 2.2956)
N (0.3213, 5.1880, 3.2272)
O (0.5034, 6.2423, 2.2977)
H (2.3805, 7.0475, 4.1950)
H (0.9382, 6.7310, 5.1939)
H (2.4984, 6.0546, 5.6066)
H (3.6630, 5.2006, 3.6221)
H (2.9902, 3.6936, 2.8124)
H (2.7330, 5.3476, 2.2336)
H (2.3301, 3.5297, 5.3764)
H (0.8196, 4.2016, 5.8818)
H (1.4350, 2.1553, 3.6005)
H (0.5741, 1.8373, 5.0860)
H (-1.3143, 3.1317, 4.3359)
H (-0.7809, 1.9752, 3.0562)
H (1.1560, 3.0413, 1.3899)
H (0.2635, 4.3232, 0.5722)
H (-0.4752, 2.7338, 0.9498)
H (-1.9107, 4.8643, 1.2378)
H (-2.0477, 5.5653, 2.7666)
H (-2.5945, 3.8632, 2.6024)
H (-0.1154, 6.9124, 2.6116)
C (-2.8407, -2.6427, -0.0687)
C (-1.3012, -2.4988, 0.0223)
C (-0.6620, -3.7278, -0.6674)
C (-0.9261, -1.2273, -0.7511)
C (0.5110, -0.7837, -0.5516)
C (0.8147, -0.6079, 0.9376)
C (0.4342, -1.8047, 1.8331)
C (1.5333, -2.8544, 1.8056)
C (0.2354, -1.2498, 3.2605)
N (-0.8821, -2.3370, 1.4196)
O (-1.4152, -3.3433, 2.2851)
H (-3.3280, -2.1145, 0.7499)
H (-3.0807, -2.1629, -1.0225)
H (-3.2403, -3.6457, -0.2157)
H (-0.9111, -4.5488, 0.0022)
H (-0.8958, -3.8685, -1.7227)
H (0.3957, -3.4631, -0.7367)
H (-1.1739, -1.2180, -1.8115)
H (-1.4649, -0.3985, -0.2714)
H (1.2091, -1.5338, -0.9585)
H (0.8322, 0.0255, -1.2141)
H (0.2878, 0.2668, 1.3264)
H (1.8988, -0.5257, 1.0279)
H (1.2135, -3.6488, 2.4836)
H (2.5318, -2.5340, 2.1132)
H (1.6844, -3.1914, 0.7807)
H (0.1221, -2.1030, 3.9322)
H (-0.6786, -0.6688, 3.3945)
H (1.1125, -0.6426, 3.4878)
H (-2.0019, -2.7708, 2.7918)
C (3.3509, -4.4196, -6.3060)
C (2.3969, -3.2213, -6.2274)
C (1.3762, -3.2944, -7.3776)
C (1.6465, -3.1739, -4.9077)
C (2.4124, -2.6206, -3.7099)
C (2.8517, -1.1836, -4.0398)
C (3.6514, -1.1077, -5.3285)
C (3.7860, 0.3645, -5.7062)
C (5.0627, -1.6589, -5.1391)
N (2.9242, -1.8360, -6.3919)
O (3.6896, -1.6918, -7.5939)
H (2.7129, -5.2884, -6.1250)
H (3.7370, -4.6118, -7.3085)
H (4.1771, -4.3682, -5.6038)
H (1.8956, -3.2596, -8.3373)
H (0.8676, -4.2653, -7.3653)
H (0.6038, -2.5276, -7.3859)
H (0.6988, -2.6526, -5.0488)
H (1.3219, -4.1820, -4.6219)
H (1.7129, -2.6036, -2.8710)
H (3.2545, -3.2463, -3.4066)
H (3.3998, -0.7695, -3.1921)
H (1.9054, -0.6462, -4.1423)
H (2.8336, 0.8296, -5.9543)
H (4.4745, 0.4527, -6.5550)
H (4.3899, 0.9556, -5.0117)
H (5.7703, -1.3071, -5.8905)
H (5.0891, -2.7357, -5.0041)
H (5.4949, -1.1822, -4.2489)
H (3.0383, -1.3274, -8.2030)
C (-5.6023, -2.2468, 2.9930)
C (-6.0902, -2.9060, 1.6517)
O (-7.3730, -3.3908, 1.9409)
H (-4.5935, -1.8306, 2.9295)
H (-5.6529, -2.8970, 3.8703)
H (-6.3112, -1.4471, 3.2150)
H (-5.3904, -3.6835, 1.3455)
H (-5.9908, -2.0282, 1.0131)
H (-7.5354, -3.6656, 2.8393)
C (0.0803, -1.3208, 7.2715)
C (1.0959, -0.2807, 7.7186)
O (0.5089, 1.0008, 7.9149)
H (-0.1104, -1.0507, 6.2316)
H (-0.8201, -1.0625, 7.8372)
H (0.3137, -2.3644, 7.4457)
H (1.9198, -0.2032, 6.9960)
H (1.6103, -0.5958, 8.6360)
H (0.9457, 1.3882, 8.6748)
C (-4.5805, 3.4880, -0.7963)
C (-3.2863, 2.7099, -0.9384)
O (-3.5135, 1.3322, -0.7594)
H (-4.4723, 4.5730, -0.7387)
H (-5.2985, 3.1396, -0.0532)
H (-5.1479, 3.3392, -1.7254)
H (-2.5573, 3.0566, -0.1928)
H (-2.8212, 2.9288, -1.9011)
H (-3.5924, 1.1160, 0.1717)
C (-0.9821, -0.3610, -4.8163)
C (-1.9240, 0.4637, -3.9835)
O (-2.9767, -0.4541, -3.6214)
H (-0.4611, -1.0828, -4.1888)
H (-0.1705, 0.3017, -5.1428)
H (-1.4486, -0.7936, -5.6972)
H (-2.3469, 1.3218, -4.5111)
H (-1.4703, 0.7510, -3.0289)
H (-3.5549, -0.0244, -2.9777)

[3]
This record from the OMol25 dataset describes a molecular structure, C35H83N11O13V. The level of theory is the ωB97M-V functional and the def2-TZVPD basis.

- Lowest unoccupied orbital energy (alpha / beta): 0.1260 / 0.1231 eV
- Multiplicity: 4
- E_tot: -106334.4634 eV
- Highest occupied orbital energy (alpha / beta): -5.778 / -6.713 eV

Atoms and positions in Å:
V (-0.0207, -1.1592, -2.7983)
C (-0.0121, 0.5153, 0.2515)
O (0.5064, -0.2287, -0.7818)
H (-0.7675, -0.0383, 0.8093)
H (0.6807, 0.8970, 1.0015)
H (-0.4111, 1.5052, 0.0305)
C (-3.1616, 0.1354, -3.6798)
O (-2.0298, -0.5389, -3.1810)
H (-3.7048, -0.3918, -4.4640)
H (-3.9388, 0.2394, -2.9226)
H (-3.0036, 1.1439, -4.0620)
C (-0.3933, 4.6137, -4.5587)
O (0.0442, 5.5794, -5.1028)
N (0.1201, 4.1687, -3.3962)
C (1.3411, 4.7648, -2.8396)
C (-0.3032, 3.0253, -2.5844)
H (-1.2633, 4.0362, -4.9078)
H (1.8359, 5.4414, -3.5363)
H (2.0654, 3.9678, -2.6715)
H (1.1669, 5.3215, -1.9188)
H (-1.0846, 2.3989, -3.0146)
H (0.4907, 2.3096, -2.3707)
H (-0.5065, 3.5014, -1.6251)
C (0.7468, -3.2877, -5.2617)
O (0.0009, -2.5230, -4.6506)
N (0.8421, -4.6289, -5.0419)
C (1.7167, -5.4914, -5.8380)
C (-0.0531, -5.3895, -4.1177)
H (1.4432, -2.9470, -6.0434)
H (1.1655, -6.0286, -6.6098)
H (2.3386, -6.1600, -5.2428)
H (2.4104, -4.8359, -6.3645)
H (-0.5841, -4.6751, -3.4885)
H (-0.7709, -5.9619, -4.7053)
H (0.5002, -6.1327, -3.5437)
C (3.5545, 0.2400, 2.1528)
O (3.1824, -0.4329, 3.1818)
N (4.4665, 1.2099, 2.1212)
C (5.0041, 1.8007, 0.9303)
C (5.2538, 1.5972, 3.2587)
H (3.1198, 0.1916, 1.1424)
H (4.3707, 1.5858, 0.0696)
H (5.9293, 1.2800, 0.6837)
H (5.1878, 2.8750, 0.9435)
H (5.4564, 2.6677, 3.2941)
H (4.8963, 1.1526, 4.1874)
H (6.2858, 1.2598, 3.1627)
C (-4.5733, -0.4277, -0.1622)
O (-5.1481, -1.4617, 0.0202)
N (-5.0130, 0.7503, 0.3542)
C (-4.4074, 1.9745, -0.0932)
C (-6.3679, 0.8341, 0.9780)
H (-3.6627, -0.2241, -0.7466)
H (-5.1611, 2.4220, -0.7411)
H (-3.4949, 1.7386, -0.6406)
H (-4.0507, 2.6153, 0.7132)
H (-7.1631, 1.0413, 0.2619)
H (-6.5350, -0.0589, 1.5802)
H (-6.3610, 1.5756, 1.7770)
C (-1.3114, -2.9672, -0.6097)
O (-0.8746, -2.8668, -1.7373)
N (-2.1694, -3.9183, -0.1710)
C (-2.5307, -3.9303, 1.2426)
C (-2.9611, -4.7844, -1.1122)
H (-1.0166, -2.3559, 0.2573)
H (-3.3998, -3.2798, 1.3404)
H (-1.7138, -3.6284, 1.8981)
H (-2.7006, -4.9737, 1.5084)
H (-2.6293, -5.8117, -0.9620)
H (-4.0212, -4.6842, -0.8791)
H (-2.8677, -4.4120, -2.1324)
C (0.8692, 4.1912, 0.9012)
O (2.1257, 4.4832, 0.9433)
N (-0.1081, 5.0957, 0.6696)
C (-1.4469, 4.5740, 0.8001)
C (0.0413, 6.6121, 0.6319)
H (0.5556, 3.1523, 1.0869)
H (-2.1055, 4.9726, 0.0285)
H (-1.8456, 4.9694, 1.7343)
H (-1.5233, 3.4971, 0.9503)
H (-0.7166, 7.0595, -0.0112)
H (-0.0649, 6.9494, 1.6629)
H (0.9139, 6.8934, 0.0424)
C (-0.1505, 2.3675, 4.0450)
O (-1.2805, 2.3420, 3.5046)
N (0.0642, 1.8450, 5.2925)
C (1.4011, 2.0140, 5.9505)
C (-1.0763, 1.4027, 6.1732)
H (0.7502, 2.8223, 3.6045)
H (2.1916, 1.9419, 5.2036)
H (1.4860, 1.0882, 6.5195)
H (1.4379, 2.8829, 6.6077)
H (-1.0671, 2.0082, 7.0795)
H (-2.0467, 1.4567, 5.6797)
H (-0.8476, 0.3604, 6.3955)
C (-6.4059, 3.1486, 5.3366)
O (-7.2843, 2.4922, 4.8273)
N (-5.0941, 2.9488, 5.0869)
C (-4.1550, 3.9381, 5.6030)
C (-4.6118, 1.9129, 4.1923)
H (-6.6549, 4.0033, 5.9844)
H (-3.6618, 4.3424, 4.7191)
H (-3.4463, 3.3363, 6.1719)
H (-4.5408, 4.7401, 6.2324)
H (-4.0687, 2.3302, 3.3443)
H (-3.8172, 1.3652, 4.6990)
H (-5.2444, 1.0947, 3.8480)
C (2.5605, -0.0061, -4.6249)
O (1.4576, 0.0262, -4.0543)
N (3.7150, 0.1729, -3.9563)
C (4.9908, -0.0648, -4.6701)
C (3.8018, 0.8499, -2.7088)
H (2.7121, -0.3377, -5.6638)
H (4.7799, -0.9191, -5.3134)
H (5.8319, -0.3827, -4.0541)
H (5.3206, 0.8363, -5.1870)
H (4.1119, 1.8437, -3.0316)
H (2.8311, 0.8528, -2.2129)
H (4.5642, 0.3489, -2.1123)
C (1.4628, -3.1692, 1.7903)
O (2.2824, -3.9266, 1.2292)
N (0.7369, -3.5403, 2.9085)
C (0.0849, -2.5011, 3.6748)
C (0.5860, -4.9187, 3.4459)
H (1.2970, -2.1424, 1.4292)
H (0.1481, -1.5268, 3.1901)
H (0.3073, -2.4311, 4.7396)
H (-0.9755, -2.7403, 3.5950)
H (0.6902, -5.7328, 2.7286)
H (1.3871, -5.0734, 4.1687)
H (-0.3654, -5.1583, 3.9208)
C (2.3555, -3.6945, -2.1102)
O (1.8753, -2.5915, -2.4290)
N (3.4358, -4.2950, -2.6561)
C (3.8986, -5.6082, -2.2073)
C (4.2210, -3.6727, -3.7184)
H (1.9109, -4.2925, -1.2996)
H (4.1011, -6.2852, -3.0372)
H (3.2003, -6.1184, -1.5438)
H (4.8371, -5.4671, -1.6713)
H (4.2402, -4.4606, -4.4713)
H (3.8529, -2.7630, -4.1926)
H (5.1999, -3.4850, -3.2772)

no.,F_max (eV/Å)
1,7.3
2,3.9
3,5.0